16
Properties=species:S:1:pos:R:3:forces:R:3:lowdin_charge:R:1 method="wB97M-V/def2-TZVPD" e_homo_ev=-8.93 energy_ev=-45372.9293 orbital_gap_ev=9.4 spin_multiplicity=1 lumo_ev=0.51
N 1.06561 0.24331 -0.20279 -1.61 -2.33 -1.18 0.023
C 1.06144 -0.22450 -1.50343 0.22 -0.46 1.61 -0.117
C 0.31473 -1.33519 -1.95384 -0.65 1.57 2.06 -0.066
C -0.62190 -1.83449 -1.01552 0.18 -0.46 1.03 -0.056
C -0.76060 -1.33777 0.33063 1.42 -1.78 -3.73 -0.120
C 0.13892 -0.35814 0.62478 1.88 -0.23 -1.23 -0.474
H 1.78706 0.27172 -2.13083 -0.03 0.04 -0.25 0.095
H 0.35077 -1.68513 -2.97493 0.10 -0.07 0.09 0.093
H -1.17009 -2.71181 -1.32568 -0.43 0.01 0.00 0.092
H -1.48703 -1.65425 1.06446 -0.07 -0.23 -0.23 0.106
H 0.00500 0.13453 1.57649 0.79 -2.86 -1.00 -0.149
C -0.08030 2.12713 1.41597 0.21 1.34 0.56 -1.339
Cl 0.88177 1.18013 2.63117 0.82 2.94 1.63 0.637
Cl -0.49025 3.76265 2.09179 0.24 -1.24 -0.51 0.512
Cl -1.46966 1.21996 0.89103 -3.60 3.37 0.49 0.745
H 0.47454 2.20187 0.48073 0.52 0.39 0.65 0.018

=====

14
Properties=species:S:1:pos:R:3:forces:R:3:lowdin_charge:R:1 method="wB97M-V/def2-TZVPD" e_homo_ev="-18.99 / -18.83" energy_ev=-15795.9373 charge=+2 orbital_gap_ev="11.8 / 7.2" spin_multiplicity=2 lumo_ev="-7.14 / -11.67"
O -0.84243 -2.79612 -1.62161 -0.42 -0.16 0.40 0.085
C -0.02954 -2.31245 -0.70498 1.03 -0.30 -0.61 -0.058
C -0.83428 -0.85376 0.03344 -0.66 0.61 -0.07 -0.063
O -0.04606 -0.41191 0.99613 -0.07 1.19 1.00 0.043
H -0.45910 -3.53767 -2.11489 -0.17 -0.11 -0.48 0.176
H 0.85876 -1.83866 -1.13774 0.01 0.30 0.36 0.153
H 0.13252 -2.92961 0.18815 -0.44 0.35 0.34 0.166
H -1.79013 -1.29577 0.33651 0.15 -0.28 -0.08 0.160
H -0.83627 -0.19026 -0.83635 -0.02 -0.50 -0.44 0.152
C 0.93601 3.17594 1.37624 -0.65 1.97 2.04 -0.348
O 1.08396 3.92542 0.49295 0.39 -0.67 -0.97 0.164
Na 1.52758 5.95124 -0.91329 0.02 -0.02 0.08 0.924
O 0.69901 2.72574 2.41696 0.34 -1.05 -1.22 0.271
H -0.40004 0.38787 1.48848 0.50 -1.33 -0.36 0.175